{"formula": "CH6N3O", "method": "ωB97M-V with the def2-TZVPD basis set", "homo_energy_ev": -15.102, "smiles": "N[C@]1([NH3+])NO1", "orbital_gap_ev": 11.41, "de_lowest_kj_mol": 213.02, "charge": 1, "species": ["C", "N", "N", "N", "O", "H", "H", "H", "H", "H", "H"], "xyz": [[-0.344, -0.170, -0.304], [-1.363, 0.587, -0.952], [-0.376, -1.270, 0.478], [0.974, 0.815, -0.322], [-0.560, -0.394, -1.605], [-2.249, 0.167, -0.828], [-0.504, -2.184, 0.007], [-0.300, -1.216, 1.471], [0.850, 1.727, 0.071], [1.053, 0.959, -1.293], [1.776, 0.382, 0.088]], "forces_ev_per_a": [[0.615, 0.302, -0.952], [0.592, 2.210, 0.822], [0.369, -0.513, 0.015], [-1.743, -1.155, 1.437], [0.544, -1.382, -1.878], [-1.372, -0.710, 0.442], [0.252, 1.069, 0.591], [-0.180, -0.132, 0.401], [-0.449, 0.723, 0.741], [0.591, 0.054, -1.743], [0.780, -0.466, 0.126]]}